1.
Density functional theory data (ωB97M-V/def2-TZVPD) for 2 unconnected molecules or ions with the total composition C28H23O at a distorted geometry.

## Properties
Molar mass, g/mol: 375.49
E_HOMO, hartree: -0.3601
Total charge: +1
Relative energy (zero: lowest compared OMol25 entry of this formula, charge and spin), eV: 0.974

CARTESIAN COORDINATES (ANGSTROEM)
C 1.573 -2.415 0.194
C 2.898 -2.819 -0.141
C 4.119 -2.312 0.385
C 5.326 -2.908 -0.017
C 5.316 -3.995 -0.910
C 4.139 -4.385 -1.546
C 2.952 -3.800 -1.156
C 0.484 -2.759 -0.537
C -0.775 -2.190 -0.051
C -2.096 -2.542 -0.736
C -2.920 -1.554 -1.278
C -4.056 -1.929 -2.010
C -4.387 -3.264 -2.247
C -3.542 -4.241 -1.719
C -2.439 -3.885 -0.923
H 1.437 -1.681 0.966
H 4.105 -1.459 1.082
H 6.293 -2.521 0.322
H 6.232 -4.501 -1.189
H 4.105 -5.104 -2.364
H 2.016 -4.094 -1.636
H 0.543 -3.083 -1.577
H -0.829 -2.353 1.041
H -2.638 -0.514 -1.135
H -4.721 -1.153 -2.362
H -5.328 -3.515 -2.750
H -3.782 -5.289 -1.903
H -1.834 -4.692 -0.496
H -0.499 -1.179 -0.112
C -0.649 3.467 -0.314
C -1.759 3.920 0.394
C -1.550 4.686 1.573
O -0.295 4.683 2.141
C 0.823 4.350 1.402
C 0.633 3.549 0.246
C 1.647 2.621 -0.117
C 2.882 2.738 0.501
C 3.095 3.615 1.587
C 2.027 4.342 2.100
C -2.604 4.997 2.419
C -3.891 4.612 2.057
C -4.118 3.745 0.957
C -3.044 3.311 0.179
H -0.825 2.627 -1.023
H 1.379 1.833 -0.842
H 3.718 2.143 0.161
H 4.073 3.755 2.071
H 2.053 4.832 3.082
H -2.344 5.447 3.380
H -4.719 4.965 2.682
H -5.140 3.409 0.745
H -3.082 2.491 -0.576


2.
Density functional theory data (ωB97M-V/def2-TZVPD) for a molecular structure, C28H24AuBrN3O2 at a distorted geometry.

## Properties
Molar mass, g/mol: 711.39
E_HOMO, hartree: -0.3822
Total charge: +1
Relative energy (zero: lowest compared OMol25 entry of this formula, charge and spin), eV: 1.958

CARTESIAN COORDINATES (ANGSTROEM)
Au 0.304 -1.606 -0.003
O -4.200 0.816 2.695
C -4.663 0.105 1.624
C -6.040 0.098 1.438
C -6.596 -0.618 0.393
C -5.785 -1.335 -0.475
C -4.417 -1.327 -0.286
C -3.831 -0.604 0.751
C -2.336 -0.685 0.968
O -1.681 -1.296 -0.109
N -1.820 0.670 1.215
N -0.453 0.714 1.218
C 0.113 1.850 1.125
C 1.558 2.033 1.119
Br 2.622 0.454 1.121
C 2.184 3.212 1.075
C 1.554 4.539 1.169
C 2.006 5.552 0.322
C 1.441 6.815 0.375
C 0.436 7.089 1.293
C 0.006 6.099 2.165
C 0.562 4.830 2.106
H -3.234 0.815 2.693
H -6.650 0.657 2.134
H -7.670 -0.622 0.257
H -6.220 -1.900 -1.288
H -3.767 -1.883 -0.947
H -2.143 -1.246 1.893
H -2.252 1.376 0.623
H -0.473 2.765 1.034
H 3.262 3.208 0.954
H 2.798 5.346 -0.388
H 1.791 7.590 -0.293
H 0.002 8.078 1.342
H -0.755 6.318 2.902
H 0.255 4.078 2.822
N 1.345 -1.046 -1.681
C 1.597 -2.103 -2.639
C 1.138 -1.973 -3.936
C 1.370 -3.007 -4.830
C 2.039 -4.147 -4.408
C 2.474 -4.264 -3.097
C 2.259 -3.236 -2.186
C 2.639 -3.344 -0.764
C 3.769 -4.072 -0.376
C 4.071 -4.277 0.961
C 3.248 -3.769 1.953
C 2.138 -3.006 1.602
C 1.868 -2.818 0.265
H 0.798 -0.293 -2.096
H 2.211 -0.658 -1.297
H 0.613 -1.078 -4.250
H 1.018 -2.921 -5.848
H 2.206 -4.960 -5.101
H 2.955 -5.175 -2.765
H 4.422 -4.466 -1.144
H 4.955 -4.839 1.228
H 3.462 -3.948 2.998
H 1.496 -2.586 2.373


3.
Density functional theory data (ωB97M-V/def2-TZVPD) for a molecular structure, C28H24Br2MgN4O4S at a distorted geometry.

## Properties
Molar mass, g/mol: 696.70
E_HOMO, hartree: -0.2610
Total charge: 0

CARTESIAN COORDINATES (ANGSTROEM)
Mg 0.683 -0.706 -0.601
O 0.125 -2.218 3.486
C 0.998 -1.338 4.027
C 1.096 -1.277 5.416
C 1.992 -0.415 6.015
C 2.796 0.412 5.237
C 2.693 0.366 3.863
C 1.807 -0.510 3.232
C 1.757 -0.587 1.755
O 0.878 -1.362 1.171
N 2.662 0.110 1.106
N 2.529 -0.069 -0.243
C 3.475 0.225 -1.053
C 3.388 -0.126 -2.451
C 4.405 0.259 -3.336
C 4.423 -0.161 -4.647
C 3.418 -1.015 -5.107
C 2.409 -1.420 -4.263
C 2.340 -0.981 -2.922
O 1.358 -1.374 -2.164
H 0.244 -2.141 2.510
H 0.465 -1.927 6.008
H 2.068 -0.390 7.095
H 3.502 1.082 5.709
H 3.306 0.993 3.232
H 4.396 0.672 -0.672
H 5.199 0.903 -2.976
H 5.215 0.149 -5.314
H 3.440 -1.368 -6.130
H 1.631 -2.093 -4.604
Br -3.574 -1.100 -5.578
C -2.581 -1.068 -3.971
C -2.285 -2.247 -3.307
C -1.565 -2.152 -2.129
N -1.164 -0.997 -1.616
C -1.447 0.138 -2.264
C -2.157 0.145 -3.459
C -0.967 1.376 -1.612
C -1.558 2.615 -1.820
C -1.113 3.682 -1.056
Br -1.901 5.380 -1.296
C -0.112 3.503 -0.118
C 0.448 2.241 -0.009
N 0.038 1.215 -0.746
H -2.604 -3.202 -3.696
H -1.292 -3.038 -1.568
H -2.363 1.062 -3.990
H -2.366 2.746 -2.525
H 0.219 4.311 0.516
H 1.247 2.040 0.693
O -1.142 1.048 1.965
S -1.782 -0.092 1.265
C -2.699 -1.036 2.544
C -3.895 -0.168 2.879
C -4.527 0.167 1.533
C -3.384 0.620 0.629
H -2.025 -1.218 3.376
H -2.984 -1.978 2.069
H -3.527 0.748 3.348
H -4.597 -0.660 3.553
H -5.287 0.942 1.632
H -5.005 -0.725 1.120
H -3.229 1.698 0.666
H -3.519 0.309 -0.407


4.
Density functional theory data (ωB97M-V/def2-TZVPD) for 2 unconnected molecules or ions with the total composition C28H24Cl2N4O4 at a distorted geometry.

## Properties
Molar mass, g/mol: 551.43
E_HOMO, hartree: -0.3109
Total charge: 0
Structure (SMILES): C=C[C@H]1CN2CC[C@H]1C[C@H]2[C@H](O)c1ccnc2ccc(OC)cc12.N#CC1=C(C#N)C(=O)C(Cl)=C(Cl)C1=O

CARTESIAN COORDINATES (ANGSTROEM)
N -1.449 6.710 0.276
C -1.442 6.111 1.281
C -1.431 5.409 2.521
C -0.322 4.722 2.929
C 0.858 4.693 2.151
N 1.857 4.708 1.537
C -0.184 4.209 4.306
O 0.893 3.786 4.712
C -1.397 4.319 5.159
Cl -1.257 3.674 6.725
C -2.541 4.919 4.713
Cl -3.929 5.070 5.685
C -2.627 5.545 3.365
O -3.612 6.164 2.971
H 1.777 -0.504 -2.634
C 1.264 -1.345 -2.124
C -0.174 -0.893 -1.795
O -0.751 -0.582 -3.049
C -0.303 0.265 -0.811
C 0.601 1.299 -0.802
C 0.406 2.362 0.101
N -0.577 2.433 0.986
C -1.507 1.446 0.972
C -1.425 0.316 0.067
C -2.433 -0.674 0.109
C -3.478 -0.595 1.055
O -4.440 -1.538 1.214
C -4.417 -2.735 0.397
C -3.563 0.538 1.917
C -2.610 1.524 1.864
C 1.328 -2.583 -3.042
C 2.272 -3.634 -2.414
C 1.630 -4.077 -1.078
C 1.464 -2.864 -0.180
N 1.959 -1.565 -0.839
C 3.401 -1.756 -1.105
C 3.643 -2.945 -2.054
C 4.402 -2.567 -3.305
C 4.621 -3.486 -4.259
H -0.662 -1.790 -1.374
H -1.677 -0.309 -2.933
H 1.466 1.323 -1.456
H 1.124 3.175 0.064
H -2.405 -1.517 -0.590
H -5.293 -3.289 0.738
H -4.518 -2.494 -0.673
H -3.505 -3.327 0.577
H -4.402 0.581 2.606
H -2.678 2.392 2.515
H 0.322 -3.011 -3.167
H 1.687 -2.250 -4.024
H 2.435 -4.478 -3.089
H 0.657 -4.544 -1.263
H 2.268 -4.816 -0.580
H 0.421 -2.731 0.139
H 2.078 -2.982 0.726
H 3.819 -0.820 -1.498
H 3.876 -1.975 -0.139
H 4.219 -3.698 -1.486
H 4.805 -1.545 -3.335
H 5.215 -3.270 -5.145
H 4.240 -4.505 -4.135


What did we get for LUMO level? Answer: -0.2136, -0.2030, -0.0347, -0.1099 Ha, in the order shown.